Model A:
Density functional theory data (ωB97M-V/def2-TZVPD) for a structure of composition C4H7NO.

Last column: Löwdin charge in e.
Cartesian coordinates (Å):
C  1.34  0.62  0.21  -0.039
C  0.47  -0.24  -0.67  -0.430
C  -0.22  -1.38  -0.11  0.180
N  -1.70  0.00  1.35  0.069
C  -1.66  0.72  0.38  -0.324
O  -0.88  0.21  -0.93  -0.131
H  1.49  1.60  -0.26  0.089
H  0.89  0.77  1.19  0.076
H  2.32  0.15  0.33  0.088
H  0.93  -0.43  -1.65  0.148
H  -0.68  -2.09  -0.79  0.103
H  -0.25  -1.61  0.95  0.073
H  -2.04  1.67  0.02  0.098

Output
LUMO level (alpha / beta) (eV): -0.40 / -0.40
Orbital gap (alpha / beta) (eV): 7.789 / 7.786

***

Model B:
Density functional theory data (ωB97M-V/def2-TZVPD) for an isolated molecule of C4H7NO.

Last column: Löwdin charge in e.
Cartesian coordinates (Å):
C  0.52  0.69  1.09  -0.153
O  0.96  1.23  -0.14  -0.132
C  0.49  0.43  -1.21  -0.152
C  -0.74  -0.33  -0.70  -0.223
N  -0.54  -1.49  0.09  0.038
C  -0.63  -0.27  0.80  -0.227
H  0.13  1.52  1.70  0.122
H  1.36  0.23  1.63  0.120
H  0.27  1.09  -2.06  0.120
H  1.27  -0.29  -1.52  0.121
H  -1.69  -0.30  -1.21  0.134
H  0.09  -2.25  0.05  0.100
H  -1.49  -0.25  1.47  0.132

Output
SMILES: C1OC[C@H]2N[C@@H]12
LUMO level (eV): 1.14
Orbital gap (eV): 10.151

***

Stability verdict: model B, ahead by 62.3 kcal/mol

***

Model A:
Density functional theory data (ωB97M-V/def2-TZVPD) for an isolated molecule of C4H7NO.

Last column: Löwdin charge in e.
Cartesian coordinates (Å):
C  0.08  -0.33  -1.67  -0.095
C  -0.37  -0.73  -0.26  -0.200
C  -0.28  0.43  0.70  -0.352
O  -1.22  1.44  0.61  0.023
C  0.68  0.48  1.59  -0.122
N  1.68  0.52  2.29  0.143
H  -0.01  -1.18  -2.34  0.071
H  1.12  -0.01  -1.65  0.080
H  -0.52  0.49  -2.06  0.068
H  0.25  -1.54  0.10  0.114
H  -1.41  -1.08  -0.29  0.114
H  -1.64  1.38  -0.26  0.089
H  1.64  0.13  3.23  0.066

Output
SMILES: CCC(O)=C=N
LUMO level (eV): 0.82
Orbital gap (eV): 8.790

***

Model B:
Density functional theory data (ωB97M-V/def2-TZVPD) for an isolated molecule of C4H7NO.

Last column: Löwdin charge in e.
Cartesian coordinates (Å):
C  -1.12  -0.69  0.08  -0.172
O  0.03  -1.35  -0.40  -0.137
C  1.11  -0.66  0.22  -0.165
C  0.73  0.81  0.15  -0.232
N  0.07  1.25  -1.07  0.070
C  -0.76  0.79  0.04  -0.242
H  -1.31  -0.96  1.14  0.127
H  -1.98  -0.99  -0.52  0.127
H  1.18  -0.97  1.28  0.126
H  2.03  -0.94  -0.30  0.126
H  1.36  1.53  0.67  0.136
H  0.13  0.53  -1.79  0.103
H  -1.51  1.45  0.46  0.134

Output
SMILES: C1OC[C@H]2N[C@@H]12
LUMO level (eV): 1.09
Orbital gap (eV): 10.755

***

Stability verdict: model B, ahead by 5.7 kcal/mol

***

Model A:
Density functional theory data (ωB97M-V/def2-TZVPD) for an isolated molecule of C4H7NO.

Last column: Löwdin charge in e.
Cartesian coordinates (Å):
O  -0.55  0.38  2.20  0.022
C  0.59  0.09  1.64  -0.051
C  0.14  -1.46  -0.69  -0.093
N  0.61  -0.09  -0.91  -0.108
C  -0.37  0.96  -0.69  -0.129
C  0.74  0.74  0.28  -0.316
H  -1.12  0.97  1.64  0.107
H  -0.05  -1.68  0.37  0.062
H  -0.78  -1.63  -1.24  0.085
H  0.90  -2.15  -1.04  0.082
H  -1.39  0.64  -0.44  0.105
H  -0.33  1.80  -1.39  0.104
H  1.59  1.42  0.27  0.130

Output
LUMO level (eV): 0.68
Orbital gap (eV): 9.476

***

Model B:
Density functional theory data (ωB97M-V/def2-TZVPD) for an isolated molecule of C4H7NO.

Last column: Löwdin charge in e.
Cartesian coordinates (Å):
C  0.26  -1.63  -0.84  -0.073
C  0.82  -0.56  0.07  -0.327
C  0.99  0.86  -0.44  -0.063
N  -0.07  0.51  0.44  -0.102
C  -1.18  0.93  0.89  -0.172
O  -1.53  2.22  0.70  0.066
H  -0.32  -2.38  -0.29  0.070
H  1.08  -2.15  -1.35  0.076
H  -0.37  -1.16  -1.61  0.078
H  1.39  -0.94  0.92  0.132
H  1.76  1.42  0.11  0.051
H  -0.92  2.55  0.01  0.116
H  -1.91  0.32  1.41  0.148

Output
LUMO level (alpha / beta) (eV): 0.93 / 0.93
Orbital gap (alpha / beta) (eV): 8.294 / 8.295

***

Stability verdict: model B, ahead by 12.3 kcal/mol

***

Model A:
Density functional theory data (ωB97M-V/def2-TZVPD) for an isolated molecule of C4H7NO.

Last column: Löwdin charge in e.
Cartesian coordinates (Å):
C  -0.61  1.97  0.28  0.000
C  -0.28  0.52  0.17  -0.425
N  -0.99  -0.44  0.62  0.051
C  -0.61  -1.71  0.43  -0.019
C  1.09  -0.97  -0.88  -0.070
O  0.95  0.29  -0.36  -0.063
H  0.25  2.51  0.68  0.088
H  -1.48  2.11  0.91  0.085
H  -0.82  2.37  -0.72  0.086
H  -0.56  -2.33  1.33  0.077
H  -0.25  -2.06  -0.53  0.019
H  0.64  -1.04  -1.88  0.095
H  2.12  -1.33  -0.85  0.077

Output
LUMO level (eV): 0.88
Orbital gap (eV): 8.659

***

Model B:
Density functional theory data (ωB97M-V/def2-TZVPD) for an isolated molecule of C4H7NO.

Last column: Löwdin charge in e.
Cartesian coordinates (Å):
C  -0.22  0.27  1.68  -0.134
N  0.90  -0.52  1.17  0.029
C  0.46  0.64  0.42  -0.285
C  -0.29  0.47  -0.87  -0.373
C  0.24  -0.39  -1.95  0.080
O  -0.97  -0.77  -0.84  -0.124
H  -1.22  -0.16  1.61  0.110
H  -0.01  0.82  2.59  0.099
H  0.53  -1.37  0.73  0.089
H  1.16  1.48  0.42  0.137
H  -0.89  1.33  -1.16  0.141
H  -0.85  -0.89  -2.15  0.142
H  1.16  -0.91  -1.64  0.089

Output
SMILES: C1N[C@H]1[C@H]1CO1
LUMO level (eV): 0.83
Orbital gap (eV): 10.504

***

Stability verdict: model A, ahead by 38.1 kcal/mol

***

Model A:
Density functional theory data (ωB97M-V/def2-TZVPD) for an isolated molecule of C4H8O3.

Last column: Löwdin charge in e.
Cartesian coordinates (Å):
C  -0.80  -1.16  1.09  0.069
C  0.17  -0.56  0.40  -0.352
C  1.61  -0.46  0.86  -0.200
O  2.23  0.72  0.40  -0.049
O  0.01  0.04  -0.81  -0.044
C  -1.26  0.62  -1.09  -0.281
O  -1.14  1.47  -2.16  0.009
H  -1.81  -1.29  0.70  0.062
H  -0.59  -1.59  2.06  0.068
H  1.63  -0.44  1.95  0.126
H  2.17  -1.35  0.53  0.128
H  1.98  0.81  -0.52  0.083
H  -1.60  1.12  -0.17  0.141
H  -1.98  -0.16  -1.38  0.136
H  -0.60  2.22  -1.88  0.104

Output
SMILES: C=C(CO)OCO
LUMO level (eV): 0.70
Orbital gap (eV): 10.028

***

Model B:
Density functional theory data (ωB97M-V/def2-TZVPD) for an isolated molecule of C4H8O3.

Last column: Löwdin charge in e.
Cartesian coordinates (Å):
C  -2.84  -0.12  -0.25  -0.051
O  -1.63  -0.17  0.51  -0.041
C  -0.53  0.20  -0.15  -0.499
O  -0.54  0.62  -1.29  0.107
C  0.71  0.00  0.68  -0.077
C  1.98  0.13  -0.14  -0.268
O  3.03  -0.40  0.64  -0.066
H  -2.79  -0.83  -1.08  0.097
H  -3.64  -0.40  0.45  0.092
H  -3.01  0.88  -0.65  0.094
H  0.71  0.70  1.52  0.137
H  0.68  -1.00  1.12  0.134
H  1.86  -0.42  -1.09  0.124
H  2.16  1.18  -0.40  0.126
H  3.84  -0.38  0.12  0.088

Output
SMILES: COC(=O)CCO
LUMO level (eV): 0.86
Orbital gap (eV): 11.359

***

Stability verdict: model B, ahead by 29.2 kcal/mol